Record 1
A structure of composition C19H40F9Na4O17S3 at a distorted geometry. Source: OMol25; level of theory: the ωB97M-V functional and the def2-TZVPD basis.

The LUMO energy comes out at -6.1 eV. The highest occupied orbital energy is -10.0109 eV. The value obtained for the electronic energy is -4769.10640 a.u. For the frontier orbital gap, the calculation gives 3.90 eV. As for the energy above the lowest of the compared OMol25 structures with the same formula, charge and spin: 789.4 kJ/mol.

```
! wB97M-V def2-TZVPD RIJCOSX def2/J DEFGRID3
* xyz 1 1
Na 3.382 -0.968 -5.570
Na -1.965 -5.073 -4.720
Na -3.497 1.940 -2.580
Na 1.677 -6.149 -2.071
C 7.563 -3.645 -0.743
F 8.629 -4.253 -1.186
F 7.183 -4.192 0.457
F 7.948 -2.330 -0.690
S 6.236 -4.036 -2.104
O 6.014 -2.831 -2.831
O 6.893 -5.014 -2.995
O 5.051 -4.512 -1.439
C 1.071 -1.093 0.317
F 0.178 -1.794 1.061
F 1.105 0.147 0.767
F 2.301 -1.718 0.423
S 0.422 -1.074 -1.497
O -0.895 -0.381 -1.377
O 1.271 -0.296 -2.434
O 0.308 -2.447 -1.932
C -2.705 -0.486 -8.637
F -2.255 -1.327 -9.646
F -2.738 0.742 -9.078
F -3.980 -0.793 -8.214
S -1.586 -0.435 -7.026
O -1.366 -1.838 -6.588
O -0.399 0.228 -7.495
O -2.359 0.304 -5.998
C -0.862 -5.122 7.719
O -1.217 -5.625 6.381
C -1.355 -4.614 5.309
C -2.306 -3.370 5.708
O -3.548 -3.859 6.163
C -4.395 -4.388 5.127
H -0.588 -5.974 8.341
H -1.714 -4.628 8.188
H -0.088 -4.354 7.716
H -1.467 -5.042 4.313
H -0.401 -4.088 5.279
H -2.496 -2.788 4.806
H -1.828 -2.780 6.490
H -4.672 -3.571 4.460
H -5.320 -4.836 5.491
H -3.853 -5.154 4.573
C -5.465 0.153 0.074
O -5.656 0.330 -1.308
C -7.011 0.415 -1.810
C -6.936 0.625 -3.325
O -6.317 1.882 -3.658
C -6.568 2.197 -5.023
H -5.759 -0.834 0.431
H -6.064 0.782 0.732
H -4.410 0.336 0.280
H -7.435 1.253 -1.257
H -7.522 -0.513 -1.554
H -7.963 0.526 -3.676
H -6.366 -0.204 -3.746
H -7.622 2.104 -5.284
H -6.198 1.365 -5.622
H -6.054 3.094 -5.369
C 6.252 -0.033 3.885
O 5.684 0.434 5.161
C 4.425 1.101 4.926
C 3.872 1.889 6.119
O 3.734 1.042 7.276
C 4.826 1.025 8.138
H 7.011 0.708 3.633
H 5.582 -0.190 3.039
H 6.838 -0.926 4.104
H 3.667 0.332 4.778
H 4.367 1.719 4.030
H 2.835 2.172 5.935
H 4.435 2.807 6.286
H 4.804 1.847 8.853
H 5.774 1.008 7.599
H 4.943 0.194 8.833
C 0.495 4.658 -1.824
O -0.357 4.561 -2.917
C 0.388 4.636 -4.139
C 1.298 5.875 -4.239
O 0.747 7.105 -3.739
C 1.705 8.196 -3.812
H 1.115 3.764 -1.752
H -0.086 4.750 -0.907
H 1.250 5.434 -1.699
H -0.247 4.525 -5.019
H 1.051 3.775 -4.233
H 1.542 6.103 -5.277
H 2.280 5.727 -3.789
H 1.206 9.096 -3.451
H 1.991 8.534 -4.808
H 2.540 8.142 -3.113
*
```

Computed Mulliken charges, given in elementary charges: atom 1 (Na): 0.9769, atom 2 (Na): 0.9814, atom 3 (Na): 0.9013, atom 4 (Na): 0.9728, atom 5 (C): 0.5902, atom 6 (F): -0.2182, atom 7 (F): -0.2184, atom 8 (F): -0.2284, atom 9 (S): 1.1015, atom 10 (O): -0.6571, atom 11 (O): -0.6841, atom 12 (O): -0.6618, atom 13 (C): 0.5096, atom 14 (F): -0.2093, atom 15 (F): -0.1820, atom 16 (F): -0.1922, atom 17 (S): 1.1263, atom 18 (O): -0.6375, atom 19 (O): -0.6605, atom 20 (O): -0.7220, atom 21 (C): 0.4985, atom 22 (F): -0.2062, atom 23 (F): -0.1824, atom 24 (F): -0.2148, atom 25 (S): 1.0726, atom 26 (O): -0.6995, atom 27 (O): -0.6661, atom 28 (O): -0.5746, atom 29 (C): -0.6862, atom 30 (O): -0.3572, atom 31 (C): -0.5322, atom 32 (C): -0.5182, atom 33 (O): -0.3324, atom 34 (C): -0.6838, atom 35 (H): 0.2462, atom 36 (H): 0.2670, atom 37 (H): 0.3099, atom 38 (H): 0.4007, atom 39 (H): 0.3687, atom 40 (H): 0.3537, atom 41 (H): 0.3482, atom 42 (H): 0.2551, atom 43 (H): 0.2691, atom 44 (H): 0.2923, atom 45 (C): -0.7699, atom 46 (O): -0.1881, atom 47 (C): -0.6194, atom 48 (C): -0.5231, atom 49 (O): -0.2421, atom 50 (C): -0.8185, atom 51 (H): 0.3005, atom 52 (H): 0.3240, atom 53 (H): 0.2305, atom 54 (H): 0.3649, atom 55 (H): 0.3556, atom 56 (H): 0.4033, atom 57 (H): 0.3226, atom 58 (H): 0.3279, atom 59 (H): 0.3351, atom 60 (H): 0.2759, atom 61 (C): -0.7616, atom 62 (O): -0.3139, atom 63 (C): -0.2674, atom 64 (C): -0.6252, atom 65 (O): -0.3438, atom 66 (C): -0.6588, atom 67 (H): 0.2940, atom 68 (H): 0.3134, atom 69 (H): 0.2406, atom 70 (H): 0.2779, atom 71 (H): 0.4044, atom 72 (H): 0.2914, atom 73 (H): 0.3544, atom 74 (H): 0.2720, atom 75 (H): 0.2561, atom 76 (H): 0.2690, atom 77 (C): -0.7825, atom 78 (O): -0.2489, atom 79 (C): -0.4385, atom 80 (C): -0.6757, atom 81 (O): -0.3207, atom 82 (C): -0.8148, atom 83 (H): 0.3445, atom 84 (H): 0.2811, atom 85 (H): 0.2499, atom 86 (H): 0.3501, atom 87 (H): 0.2633, atom 88 (H): 0.4835, atom 89 (H): 0.3715, atom 90 (H): 0.2818, atom 91 (H): 0.3249, atom 92 (H): 0.3313



Record 2
A structure of composition C19H40IO9P. Source: OMol25; level of theory: the ωB97M-V functional and the def2-TZVPD basis.

The LUMO energy comes out at -0.8 eV. The highest occupied orbital energy is -9.3492 eV. The value obtained for the electronic energy is -2064.25747 a.u. For the frontier orbital gap, the calculation gives 8.51 eV. As for the energy above the lowest of the compared OMol25 structures with the same formula, charge and spin: 0.0 kJ/mol.

```
! wB97M-V def2-TZVPD RIJCOSX def2/J DEFGRID3
* xyz 0 1
C 3.444 1.495 3.917
C 2.603 1.673 2.657
C 1.542 2.751 2.747
C 2.026 4.115 3.233
O 0.508 2.227 3.640
P -0.950 2.810 3.675
O -1.166 4.169 4.162
O -1.675 1.665 4.512
O -1.473 2.638 2.169
I -1.452 0.839 1.319
H 2.822 1.523 4.814
H 4.211 2.265 4.016
H 3.955 0.532 3.892
H 3.239 1.900 1.797
H 2.093 0.739 2.411
H 1.062 2.848 1.768
H 1.824 4.229 4.298
H 3.102 4.204 3.075
H 1.529 4.935 2.717
H -2.222 2.066 5.195
C -5.844 0.430 1.518
C -5.266 0.022 0.185
O -4.259 -0.646 0.113
C -5.991 0.508 -1.042
H -5.236 0.034 2.326
H -5.889 1.519 1.582
H -6.870 0.067 1.607
H -6.011 1.599 -1.063
H -7.028 0.165 -1.019
H -5.498 0.143 -1.939
C 1.366 -1.543 -0.082
C 2.839 -1.576 0.241
O 3.445 -0.564 0.517
C 3.503 -2.926 0.200
H 0.988 -0.527 0.019
H 1.191 -1.885 -1.102
H 0.819 -2.210 0.588
H 3.392 -3.373 -0.789
H 3.016 -3.611 0.896
H 4.558 -2.840 0.448
C 0.404 0.805 -5.109
C 0.819 0.426 -3.709
O 0.543 -0.650 -3.232
C 1.599 1.459 -2.931
H -0.148 -0.009 -5.569
H -0.212 1.707 -5.084
H 1.286 1.043 -5.707
H 1.013 2.376 -2.838
H 2.510 1.722 -3.471
H 1.854 1.077 -1.945
C 1.731 -7.106 -0.896
C 3.202 -7.181 -0.565
O 3.840 -6.195 -0.278
C 3.833 -8.551 -0.611
H 1.385 -6.078 -0.834
H 1.554 -7.497 -1.900
H 1.161 -7.734 -0.209
H 3.715 -8.982 -1.607
H 3.322 -9.220 0.084
H 4.887 -8.485 -0.357
C -2.800 3.776 -1.018
C -3.689 3.424 -2.182
O -4.888 3.317 -2.064
C -3.002 3.187 -3.506
H -3.396 3.908 -0.119
H -2.073 2.978 -0.858
H -2.241 4.690 -1.228
H -2.275 2.378 -3.404
H -2.445 4.078 -3.801
H -3.734 2.935 -4.269
*
```

Computed Mulliken charges, given in elementary charges: atom 1 (C): -1.3243, atom 2 (C): -0.3060, atom 3 (C): 0.6494, atom 4 (C): -1.5190, atom 5 (O): -0.1694, atom 6 (P): 0.5857, atom 7 (O): -0.6826, atom 8 (O): -0.4887, atom 9 (O): -0.1943, atom 10 (I): 0.2672, atom 11 (H): 0.2880, atom 12 (H): 0.3304, atom 13 (H): 0.3744, atom 14 (H): 0.4446, atom 15 (H): 0.0272, atom 16 (H): 0.3242, atom 17 (H): 0.3209, atom 18 (H): 0.4077, atom 19 (H): 0.3699, atom 20 (H): 0.3220, atom 21 (C): -1.1234, atom 22 (C): 0.9218, atom 23 (O): -0.5561, atom 24 (C): -1.0731, atom 25 (H): 0.2713, atom 26 (H): 0.3066, atom 27 (H): 0.3889, atom 28 (H): 0.2414, atom 29 (H): 0.3851, atom 30 (H): 0.2739, atom 31 (C): -0.5844, atom 32 (C): 0.8111, atom 33 (O): -0.5648, atom 34 (C): -1.1442, atom 35 (H): -0.2734, atom 36 (H): 0.3660, atom 37 (H): 0.4276, atom 38 (H): 0.2981, atom 39 (H): 0.3188, atom 40 (H): 0.3594, atom 41 (C): -1.1415, atom 42 (C): 0.8525, atom 43 (O): -0.5254, atom 44 (C): -0.8311, atom 45 (H): 0.3023, atom 46 (H): 0.2460, atom 47 (H): 0.3618, atom 48 (H): 0.2900, atom 49 (H): 0.3780, atom 50 (H): 0.0545, atom 51 (C): -0.9779, atom 52 (C): 0.8387, atom 53 (O): -0.5069, atom 54 (C): -1.1477, atom 55 (H): 0.1992, atom 56 (H): 0.3214, atom 57 (H): 0.3208, atom 58 (H): 0.3208, atom 59 (H): 0.3225, atom 60 (H): 0.3013, atom 61 (C): -0.8314, atom 62 (C): 0.8192, atom 63 (O): -0.5838, atom 64 (C): -1.0198, atom 65 (H): 0.2945, atom 66 (H): -0.0371, atom 67 (H): 0.4286, atom 68 (H): 0.1363, atom 69 (H): 0.3783, atom 70 (H): 0.3579



Record 3
A structure of composition C19H40NP3SSm at a distorted geometry. Source: OMol25; level of theory: the ωB97M-V functional and the def2-TZVPD basis.

The LUMO energy (spin up / spin down) comes out at -11.4 / -10.2 eV. The highest occupied orbital energy (spin up / spin down) is -16.1512 / -16.1515 eV. The value obtained for the electronic energy is -2881.92267 a.u. For the frontier orbital gap (spin up / spin down), the calculation gives 4.72 / 5.96 eV. As for the energy above the lowest of the compared OMol25 structures with the same formula, charge and spin: 0.0 kJ/mol. Its expectation value of S² is 8.789.

```
! wB97M-V def2-TZVPD RIJCOSX def2/J DEFGRID3
* xyz 3 6
Sm -0.346 -0.638 0.552
P 1.829 0.798 1.981
P -1.960 1.771 1.453
P 0.843 1.609 -1.134
H -0.809 -3.454 0.714
C 0.256 -3.514 0.401
C 1.282 -2.740 0.950
H 1.406 -2.476 2.022
C 2.193 0.388 3.738
C 1.607 2.627 2.214
C 3.555 0.777 1.328
C -3.687 1.506 0.838
C -2.364 2.094 3.223
C -1.724 3.517 0.918
C 2.123 0.723 -2.117
C 1.570 3.303 -1.239
C -0.504 1.812 -2.362
H 0.479 -4.315 -0.347
H 2.163 -2.547 0.323
H 2.304 -0.698 3.839
H 1.380 0.743 4.383
H 3.126 0.872 4.057
H 0.716 2.819 2.831
H 1.499 3.135 1.245
H 2.489 3.043 2.726
H 3.909 -0.262 1.283
H 4.221 1.337 2.000
H 3.633 1.226 0.329
H -4.311 2.383 1.084
H -4.127 0.606 1.299
H -3.694 1.362 -0.253
H -3.300 2.666 3.257
H -1.566 2.673 3.702
H -2.487 1.149 3.762
H -2.599 4.086 1.241
H -1.623 3.585 -0.163
H -0.833 3.938 1.383
H 1.966 1.013 -3.165
H 2.018 -0.361 -1.997
H 3.123 1.007 -1.767
H 1.712 3.541 -2.305
H 2.535 3.382 -0.716
H 0.907 4.051 -0.780
H -0.002 1.992 -3.330
H -1.119 2.685 -2.076
H -1.145 0.922 -2.461
C -0.861 -3.151 -3.856
C -1.851 -2.861 -4.830
C -1.878 -3.477 -6.082
C -0.881 -4.402 -6.432
C 0.086 -4.743 -5.483
C 0.094 -4.127 -4.213
S -0.758 -2.040 -2.396
H -0.827 -2.907 -1.342
H -2.622 -2.125 -4.579
H -2.656 -3.231 -6.808
H -0.834 -4.831 -7.437
H 0.834 -5.507 -5.727
H 0.844 -4.413 -3.480
C -0.913 -1.053 5.447
C -0.805 -1.056 4.010
N -0.782 -1.064 2.836
H -1.643 -0.290 5.775
H 0.058 -0.814 5.909
H -1.243 -2.042 5.827
*
```

Computed Mulliken charges, given in elementary charges: atom 1 (Sm): 0.7416, atom 2 (P): 1.0923, atom 3 (P): 0.7431, atom 4 (P): 0.7897, atom 5 (H): 0.6414, atom 6 (C): -0.9162, atom 7 (C): -0.5710, atom 8 (H): 0.4943, atom 9 (C): -1.3821, atom 10 (C): -1.0855, atom 11 (C): -1.1206, atom 12 (C): -1.3274, atom 13 (C): -1.1784, atom 14 (C): -1.2467, atom 15 (C): -1.2939, atom 16 (C): -1.5225, atom 17 (C): -1.2262, atom 18 (H): 0.3995, atom 19 (H): 0.3371, atom 20 (H): 0.3872, atom 21 (H): 0.2853, atom 22 (H): 0.5023, atom 23 (H): 0.2243, atom 24 (H): 0.0686, atom 25 (H): 0.5547, atom 26 (H): 0.4058, atom 27 (H): 0.4606, atom 28 (H): 0.2449, atom 29 (H): 0.4317, atom 30 (H): 0.4100, atom 31 (H): 0.3881, atom 32 (H): 0.4512, atom 33 (H): 0.3927, atom 34 (H): 0.2425, atom 35 (H): 0.5310, atom 36 (H): 0.3004, atom 37 (H): 0.3104, atom 38 (H): 0.4565, atom 39 (H): 0.3707, atom 40 (H): 0.4294, atom 41 (H): 0.4744, atom 42 (H): 0.4117, atom 43 (H): 0.3879, atom 44 (H): 0.5148, atom 45 (H): 0.3459, atom 46 (H): 0.2438, atom 47 (C): 0.3173, atom 48 (C): -0.2309, atom 49 (C): -0.6447, atom 50 (C): -0.3770, atom 51 (C): -0.6405, atom 52 (C): -0.1597, atom 53 (S): -0.1198, atom 54 (H): 0.0721, atom 55 (H): 0.3617, atom 56 (H): 0.3796, atom 57 (H): 0.4051, atom 58 (H): 0.3718, atom 59 (H): 0.3321, atom 60 (C): -1.0186, atom 61 (C): 0.4143, atom 62 (N): -0.1677, atom 63 (H): 0.3728, atom 64 (H): 0.3521, atom 65 (H): 0.3847